Model A:
Below is one molecule with the formula C2H4N2OS, with properties calculated with ωB97M-V with the def2-TZVPD basis set.

Computed properties:
SMILES string: [H]/N=C\N(S)C=O
Multiplicity: 1
Net charge: 0
Lowest unoccupied orbital energy in eV: 0.371

Last column: natural (NBO) charge in e.
Atoms and positions in Å:
C -1.086 -0.536 -0.061  0.278
C 1.307 -0.633 -0.024  0.537
H 1.572 1.872 -0.042  0.169
H -1.039 -1.589 -0.215  0.177
H -2.435 0.889 0.335  0.359
H 1.135 -1.738 -0.132  0.130
N 0.143 0.098 0.053  -0.573
N -2.231 -0.060 0.045  -0.663
O 2.403 -0.180 0.072  -0.569
S 0.231 1.879 -0.030  0.154

***

Model B:
Below is one molecule with the formula C2H4N2OS, with properties calculated with ωB97M-V with the def2-TZVPD basis set.

Computed properties:
SMILES string: C=NS/C=N\O
Multiplicity: 1
Net charge: 0
Lowest unoccupied orbital energy in eV: 0.400

Last column: natural (NBO) charge in e.
Atoms and positions in Å:
C -0.649 1.710 0.303  -0.200
C 0.020 -2.134 -0.072  -0.045
H 1.231 0.519 -0.513  0.482
H -1.414 2.407 0.638  0.220
H 0.877 -2.725 -0.393  0.192
H -0.867 -2.672 0.310  0.163
N 0.430 2.242 -0.115  -0.089
N 0.121 -0.873 -0.081  -0.596
O 1.461 1.484 -0.567  -0.548
S -1.209 0.042 0.490  0.420

***

Model C:
Below is one molecule with the formula C2H4N2OS, with properties calculated with ωB97M-V with the def2-TZVPD basis set.

Computed properties:
SMILES string: [H]/N=C\NSC=O
Multiplicity: 1
Net charge: 0
Lowest unoccupied orbital energy in eV: 0.495

Last column: natural (NBO) charge in e.
Atoms and positions in Å:
C 1.413 0.174 0.244  0.289
C -1.817 0.206 -0.354  0.231
H 1.125 -0.331 -1.556  0.338
H 1.987 0.667 1.071  0.171
H 0.192 -0.477 1.798  0.411
H -2.693 0.126 -0.981  0.144
N 1.756 0.210 -0.950  -0.672
N 0.361 -0.564 0.806  -0.791
O -1.506 1.274 0.117  -0.513
S -0.818 -1.285 -0.195  0.392

***

Model D:
Below is a 2-piece molecular cluster, C2H4N2OS overall, with properties calculated with ωB97M-V with the def2-TZVPD basis set.

Computed properties:
Multiplicity: 1
Net charge: 0
Lowest unoccupied orbital energy (alpha / beta) in eV: 0.616 / 0.616

Last column: natural (NBO) charge in e.
Atoms and positions in Å:
C 1.564 2.119 0.610  0.115
C -0.376 -0.185 -0.099  -0.204
N 1.276 1.250 1.295  -0.340
N 0.367 -0.883 -0.946  -0.075
O 0.219 -0.850 -2.230  -0.565
S -1.577 0.880 -0.523  0.126
H 1.829 3.000 0.159  0.226
H -0.310 -0.502 0.906  0.220
H 1.109 -1.480 -0.517  0.365
H -1.458 1.375 0.728  0.132

***

Quick one: least stable of them? model D

***

Model A:
Below is one molecule with the formula C2H4N2OS, with properties calculated with ωB97M-V with the def2-TZVPD basis set.

Computed properties:
SMILES string: N/N=C\C(O)=S
Multiplicity: 1
Net charge: 0
Lowest unoccupied orbital energy in eV: -0.654

Last column: natural (NBO) charge in e.
Atoms and positions in Å:
C -0.337 -0.983 -0.238  -0.025
C -1.326 0.157 -0.129  0.134
H 1.232 0.557 1.223  0.373
H 2.485 0.203 0.189  0.382
H -0.828 -1.954 -0.521  0.231
H 0.113 1.358 -0.455  0.506
N 1.479 0.350 0.227  -0.706
N 0.948 -0.916 -0.134  -0.223
O -0.864 1.420 -0.298  -0.655
S -2.902 -0.193 0.136  -0.017

***

Model B:
Below is C2H4N2OS as an isolated structure, with properties calculated with ωB97M-V with the def2-TZVPD basis set.

Computed properties:
Multiplicity: 1
Net charge: 0
Lowest unoccupied orbital energy in eV: -0.331

Last column: natural (NBO) charge in e.
Atoms and positions in Å:
C 0.302 1.010 0.491  0.350
C 0.250 -2.101 -0.633  0.324
H -1.477 1.859 -0.466  0.384
H -1.427 0.290 -0.576  0.383
H 1.542 1.701 1.710  0.352
H -0.772 -1.764 -1.591  0.179
N -0.700 0.984 -0.585  -0.852
N 0.703 2.052 1.263  -0.664
O 0.721 -3.217 -0.386  -0.515
S 0.857 -0.815 0.773  0.060

***

Model C:
Below is one molecule with the formula C2H4N2OS, with properties calculated with ωB97M-V with the def2-TZVPD basis set.

Computed properties:
SMILES string: C=NS/C=N\O
Multiplicity: 1
Net charge: 0
Lowest unoccupied orbital energy in eV: 0.214

Last column: natural (NBO) charge in e.
Atoms and positions in Å:
C 1.345 -0.829 0.175  -0.191
C -2.456 0.649 0.179  -0.030
H 0.570 1.269 -0.114  0.465
H 1.859 -1.856 0.292  0.243
H -2.948 1.592 0.389  0.200
H -3.134 -0.319 0.450  0.149
N 2.098 0.246 0.133  -0.087
N -1.236 0.528 -0.188  -0.608
O 1.450 1.398 -0.100  -0.520
S -0.457 -1.013 -0.122  0.379

***

Model D:
Below is one molecule with the formula C2H4N2OS, with properties calculated with ωB97M-V with the def2-TZVPD basis set.

Computed properties:
SMILES string: [H]/N=N/C(=S)OC
Multiplicity: 1
Net charge: 0
Lowest unoccupied orbital energy (alpha / beta) in eV: -2.011 / -2.005

Last column: natural (NBO) charge in e.
Atoms and positions in Å:
C -2.215 0.011 0.281  0.262
C 0.060 -1.114 -0.156  -0.246
N -1.480 2.262 0.251  -0.199
N -1.530 1.025 -0.023  -0.170
O -1.206 -1.350 0.330  -0.538
S -3.761 -0.332 -0.127  0.041
H 0.646 -1.979 0.273  0.197
H 0.375 -0.014 0.206  0.152
H 0.195 -1.226 -1.186  0.165
H -1.089 2.745 -0.561  0.335

***

Quick one: least stable of them? model D

***

Model A:
Below is one molecule with the formula C6H7N3O3, with properties calculated with ωB97M-V with the def2-TZVPD basis set.

Computed properties:
SMILES string: C[C@@](C=O)(n1ccnc1)[N+](=O)[O-]
Multiplicity: 1
Net charge: 0
Lowest unoccupied orbital energy in eV: -0.321

Last column: natural (NBO) charge in e.
Atoms and positions in Å:
C 2.482 0.861 -0.781  -0.069
C 1.646 -0.144 -0.799  -0.116
C 1.018 1.513 0.597  0.225
C -1.281 -0.429 1.662  0.413
C -0.804 -1.727 -0.469  -0.613
C -0.630 -0.296 0.275  0.142
N 2.146 1.860 0.098  -0.442
N 0.686 0.212 0.192  -0.400
N -1.596 0.728 -0.428  0.514
O -1.374 1.910 -0.184  -0.349
O -2.377 -0.068 1.847  -0.466
O -2.357 0.331 -1.329  -0.360
H 3.466 0.979 -1.280  0.214
H 1.752 -0.932 -1.419  0.228
H 0.609 2.022 1.438  0.215
H -0.739 -0.856 2.526  0.141
H -0.803 -1.518 -1.625  0.259
H -1.772 -1.971 -0.224  0.229
H -0.072 -2.475 -0.097  0.235

***

Model B:
Below is one molecule with the formula C6H7N3O3, with properties calculated with ωB97M-V with the def2-TZVPD basis set.

Computed properties:
Multiplicity: 1
Net charge: 0
Lowest unoccupied orbital energy in eV: -0.088

Last column: natural (NBO) charge in e.
Atoms and positions in Å:
C -0.270 2.307 -0.712  -0.138
C 0.880 2.213 -0.030  0.289
C 0.036 0.147 -0.418  0.385
C -0.152 -2.087 0.633  -0.534
C -0.500 -1.460 -0.514  0.440
C -0.887 -3.241 1.164  0.763
N 1.094 0.831 0.114  -0.533
N -0.755 1.072 -0.943  -0.490
N 1.782 3.141 0.521  -0.762
O -1.775 -3.664 0.319  -0.698
O -0.746 -3.704 2.257  -0.610
O -1.313 -1.675 -1.430  -0.723
H -0.786 3.192 -1.088  0.237
H 0.528 -1.576 1.193  0.191
H 1.904 0.303 0.427  0.443
H -1.645 0.743 -1.446  0.476
H 1.982 3.839 -0.176  0.384
H 2.606 2.567 0.561  0.365
H -1.985 -2.949 -0.433  0.515

***

Quick one: least stable of them? model A